No. 1
C38H51BrNP3Pd as an isolated structure, computed with ωB97M-V/def2-TZVPD.

```
95
Properties=species:S:1:pos:R:3:forces:R:3
Pd -1.3037 0.0053 1.1450 -1.082 -1.547 -1.355
Br -3.3382 -1.5448 1.6249 0.853 1.337 -0.469
P -0.8546 -0.6251 3.2673 1.122 -1.244 2.343
P 0.8248 -0.1466 -0.0046 1.549 -0.002 0.060
P -2.3282 -1.9382 -2.2496 -1.462 -1.601 -1.004
N 4.2958 4.4020 -3.2092 -2.832 1.368 1.699
C -0.0258 2.0263 3.2117 -0.113 0.016 -0.752
C -4.8089 -3.3796 -2.1455 -0.302 -0.004 -0.585
C -1.8136 1.6823 -1.3247 -0.141 2.005 -0.615
C -1.4980 2.9957 -1.6710 0.152 -1.975 -0.217
C -1.4580 -4.1887 -3.7143 -0.384 -0.499 -0.240
C 0.9977 0.2854 -1.8143 -0.898 0.104 0.207
C 0.9143 3.2817 5.0277 -0.142 -0.188 -0.230
C 2.0629 0.8798 0.9157 -0.334 0.126 0.076
C -0.1462 0.8836 4.0172 0.041 0.141 -0.255
C -3.4572 -3.1489 -1.4676 0.098 0.224 1.320
C 3.5469 0.5501 0.7864 0.423 -0.070 -0.016
C -3.2601 -0.9284 -3.4554 0.102 0.989 0.780
C 3.1988 5.4737 -1.3887 0.300 -0.546 -0.835
C 2.3152 0.8561 -2.3243 0.398 0.098 -0.133
C 1.6900 -4.4343 3.7376 -0.042 0.544 0.124
C 0.6333 -4.4122 2.8215 -0.294 0.000 -0.125
C -1.0156 -2.8796 -3.0647 1.085 0.559 0.267
C -0.1100 4.6051 -0.6365 1.466 2.572 -2.133
C 1.9468 4.7888 -3.3500 0.828 -0.114 0.729
C 3.1588 4.3139 -3.8802 -0.121 -0.406 -1.579
C -2.1094 -1.2526 4.4178 -0.430 0.243 -0.068
C -2.0443 3.7812 0.6089 -0.869 -1.257 1.132
C -0.0721 -3.2320 2.5971 -0.208 0.108 0.125
C 4.3445 4.9477 -1.9996 1.537 0.249 0.375
C -3.5309 -1.5184 -4.8261 -0.208 -0.534 -0.498
C 1.4454 -2.0423 4.0894 0.222 0.098 0.136
C 0.8325 5.2253 -1.1577 -1.976 -1.559 0.247
C 0.7705 2.1611 5.8572 0.010 -0.147 -0.076
C 1.9698 5.2583 -2.0168 0.610 -0.078 0.244
C -1.9708 1.5226 0.0485 -0.444 -2.092 0.094
C 2.6285 -2.3148 -0.8113 0.250 0.182 -0.327
C 0.2475 0.9574 5.3646 -0.058 0.175 -0.120
C 0.5048 3.2189 3.6889 -0.013 -0.276 0.397
C 0.3001 -2.0571 3.2864 -0.150 0.208 -0.566
C 1.4402 -1.8904 0.0608 -0.436 -0.207 0.281
C 2.1124 -3.2416 4.3522 -0.418 -0.100 -0.370
C -2.4446 2.4912 0.9265 -0.139 1.898 -0.212
C -1.2816 3.8724 -0.5698 0.113 0.842 0.173
H 1.0368 4.7395 -3.9384 0.204 -0.138 0.000
H -4.2465 -2.3502 -4.7613 0.327 0.254 -0.118
H -2.9899 2.2143 1.8191 0.058 0.168 0.150
H -2.9015 -0.5100 4.5718 0.181 -0.145 0.052
H -2.6866 0.0077 -3.5475 -0.266 -0.169 -0.197
H -0.5893 -4.6492 -4.2077 -0.241 0.202 0.154
H 3.1765 0.1857 -2.2082 -0.323 0.202 -0.009
H -2.5620 -2.1522 3.9793 0.358 0.234 0.506
H -4.6834 -3.8222 -3.1483 -0.151 0.155 0.448
H -2.2305 4.6379 1.2573 0.343 -0.210 -0.061
H -0.5439 -2.2110 -3.8029 -0.076 -0.156 0.190
H 1.3418 4.2069 5.4125 -0.127 -0.272 0.029
H 0.7005 -0.6130 -2.3869 0.144 0.280 0.277
H 5.2972 4.9931 -1.4754 0.068 -0.007 -0.168
H 0.2317 1.0464 -2.0034 0.279 -0.317 -0.076
H -1.2032 3.2838 -2.6786 0.063 -0.021 0.260
H 0.5967 4.0813 3.0238 -0.023 -0.240 0.307
H -2.2330 -4.0273 -4.4780 0.267 -0.106 0.282
H -1.8308 -4.9083 -2.9722 0.113 0.221 -0.309
H -5.3999 -4.0830 -1.5359 0.322 0.257 -0.191
H -3.9899 -0.7365 -5.4409 0.044 -0.124 0.129
H 2.1778 -5.3737 3.9811 0.020 0.163 -0.110
H -1.8276 0.8306 -2.0010 -0.027 0.476 0.128
H 2.2044 1.0681 -3.3967 0.012 -0.155 0.194
H 3.2457 5.9582 -0.4212 0.297 -0.183 -0.005
H 2.9394 -3.2491 5.0489 0.038 -0.019 -0.034
H 1.6604 -2.1096 1.1178 -0.181 0.122 -0.355
H -0.2584 -3.0805 -2.2806 -0.193 0.011 -0.385
H 3.7833 -0.4504 1.1666 -0.094 0.218 -0.086
H 3.1731 3.8569 -4.8743 0.102 0.184 0.174
H 0.5620 -2.5017 -0.2163 0.256 0.086 0.281
H 0.1470 0.0845 6.0136 0.061 0.365 -0.071
H -4.2204 -0.6736 -2.9762 0.401 0.029 0.025
H -2.6284 -1.8457 -5.3460 -0.074 -0.015 0.077
H 1.7735 0.8000 1.9728 0.033 0.053 -0.263
H -2.9065 -4.0989 -1.3633 -0.038 0.447 0.011
H 2.8607 -3.3681 -0.5985 -0.119 0.300 -0.010
H -0.9250 -3.1965 1.9001 0.420 -0.175 0.434
H 1.8742 1.9279 0.6292 -0.063 -0.203 0.097
H -3.6261 -2.7600 -0.4331 0.104 -0.465 -0.861
H 2.5354 1.8195 -1.8434 0.038 -0.265 0.047
H -5.4007 -2.4557 -2.2325 0.193 -0.328 0.022
H 3.5420 -1.7366 -0.6098 -0.384 -0.221 -0.095
H 1.7840 -1.1035 4.5385 -0.088 -0.424 -0.025
H 4.1323 1.2597 1.3878 -0.246 -0.163 -0.067
H 0.3358 -5.3273 2.2968 0.135 0.372 0.290
H 1.0776 2.2188 6.9033 -0.097 -0.017 -0.334
H -0.3453 1.9781 2.1476 0.388 0.098 0.963
H 2.4053 -2.2531 -1.8872 0.072 0.040 0.300
H 3.9201 0.6310 -0.2371 -0.079 -0.091 0.180
H -1.5959 -1.4731 5.3637 -0.114 0.051 -0.212
```
Forces are in eV/Å.

**Total charge**: +4
**HOMO energy (alpha / beta)**: -0.6767 / -0.6780 Eh
**LUMO energy (alpha / beta)**: -11.869 / -14.540 eV
**Spin multiplicity**: 5
**ΔE to the lowest compared entry with this formula, charge and spin**: 51.92 kcal per mole

Charges obtained by Löwdin population analysis, quoted in units of e: number 1, Pd, carries 0.4261; number 2, Br, carries 0.3400; number 3, P, carries 0.8797; number 4, P, carries 0.9879; number 5, P, carries 1.1383; number 6, N, carries 0.3101; number 7, C, carries -0.1642; number 8, C, carries -0.1019; number 9, C, carries -0.0822; number 10, C, carries 0.0542; number 11, C, carries -0.0972; number 12, C, carries -0.3550; number 13, C, carries -0.0206; number 14, C, carries -0.3691; number 15, C, carries -0.3523; number 16, C, carries -0.3968; number 17, C, carries -0.1146; number 18, C, carries -0.3759; number 19, C, carries 0.0618; number 20, C, carries -0.1228; number 21, C, carries -0.0072; number 22, C, carries -0.0404; number 23, C, carries -0.3909; number 24, C, carries 0.1192; number 25, C, carries 0.0690; number 26, C, carries -0.0142; number 27, C, carries -0.2739; number 28, C, carries 0.0573; number 29, C, carries -0.1299; number 30, C, carries 0.0117; number 31, C, carries -0.1002; number 32, C, carries -0.0681; number 33, C, carries 0.1454; number 34, C, carries -0.0187; number 35, C, carries -0.1754; number 36, C, carries -0.2418; number 37, C, carries -0.1045; number 38, C, carries -0.0581; number 39, C, carries -0.0571; number 40, C, carries -0.3720; number 41, C, carries -0.3749; number 42, C, carries -0.0186; number 43, C, carries -0.0475; number 44, C, carries -0.1912; number 45, H, carries 0.1455; number 46, H, carries 0.0832; number 47, H, carries 0.1364; number 48, H, carries 0.0685; number 49, H, carries 0.0653; number 50, H, carries 0.1070; number 51, H, carries 0.0759; number 52, H, carries -0.0024; number 53, H, carries 0.0808; number 54, H, carries 0.1619; number 55, H, carries 0.0932; number 56, H, carries 0.1288; number 57, H, carries 0.0696; number 58, H, carries 0.1672; number 59, H, carries 0.0311; number 60, H, carries 0.1463; number 61, H, carries 0.1116; number 62, H, carries 0.0822; number 63, H, carries 0.0840; number 64, H, carries 0.1074; number 65, H, carries 0.1050; number 66, H, carries 0.1311; number 67, H, carries 0.0594; number 68, H, carries 0.0880; number 69, H, carries 0.1535; number 70, H, carries 0.1258; number 71, H, carries 0.0663; number 72, H, carries 0.0721; number 73, H, carries 0.0823; number 74, H, carries 0.1675; number 75, H, carries 0.0614; number 76, H, carries 0.1213; number 77, H, carries 0.1028; number 78, H, carries 0.0815; number 79, H, carries 0.0562; number 80, H, carries 0.0923; number 81, H, carries 0.1006; number 82, H, carries 0.0712; number 83, H, carries 0.0806; number 84, H, carries -0.0632; number 85, H, carries 0.0620; number 86, H, carries 0.0857; number 87, H, carries 0.0682; number 88, H, carries 0.1092; number 89, H, carries 0.0965; number 90, H, carries 0.1292; number 91, H, carries 0.1331; number 92, H, carries 0.0430; number 93, H, carries 0.0751; number 94, H, carries 0.0560; number 95, H, carries 0.0793

=====

No. 2
One molecule with the formula C3H5NO2, computed with ωB97M-V/def2-TZVPD.

```
11
Properties=species:S:1:pos:R:3:forces:R:3
O 1.9094 -1.7290 -1.2435 -0.393 0.721 0.852
O -0.7994 -1.5553 0.8517 -0.458 0.358 -0.087
N -0.0041 0.4438 -0.1588 0.836 -1.241 0.221
C 1.5166 -1.4595 -0.1325 -1.401 -1.540 0.078
C -1.0919 1.4698 -0.0434 0.516 -0.136 -0.015
C -0.0616 -0.8212 0.2641 1.382 -1.906 -0.057
H 2.0259 -1.8604 0.7682 0.096 0.135 -0.006
H 1.0625 0.1788 -0.2398 -1.607 4.197 -0.916
H -1.6125 1.4060 0.9243 0.416 -0.186 -0.254
H -0.6812 2.4751 -0.1461 0.138 -0.235 0.003
H -1.8467 1.3340 -0.8338 0.476 -0.166 0.181
```
Forces are in eV/Å.

**Total charge**: 0
**HOMO energy**: -0.3422 Eh
**LUMO energy**: 0.163 eV
**Spin multiplicity**: 1
**SMILES**: CNC(=O)C=O
**ΔE to the lowest compared entry with this formula, charge and spin**: 74.66 kcal per mole

Charges obtained by Löwdin population analysis, quoted in units of e: number 1, O, carries 0.0596; number 2, O, carries 0.1009; number 3, N, carries 0.0188; number 4, C, carries -0.1660; number 5, C, carries -0.0361; number 6, C, carries -0.4938; number 7, H, carries 0.1174; number 8, H, carries 0.1479; number 9, H, carries 0.0874; number 10, H, carries 0.0770; number 11, H, carries 0.0868

=====

No. 3
C16H37NO12PS as an isolated structure, computed with ωB97M-V/def2-TZVPD.

```
68
Properties=species:S:1:pos:R:3:forces:R:3
S -1.2913 -3.9149 -4.3032 -0.242 -0.297 0.079
P -0.7142 -2.0836 -4.9789 0.085 -0.169 -0.287
O -3.4540 -2.6543 5.9326 -0.014 0.042 -0.054
O -1.1218 0.2286 3.2303 -0.351 -0.976 -0.334
O -0.5307 -0.3341 1.1268 -2.353 -1.446 -0.166
O -1.1468 -1.8494 2.6808 0.189 -0.149 -0.318
O 0.7962 2.1334 1.6816 5.563 2.246 -5.724
O -2.2025 -3.9595 7.2793 0.155 -0.059 0.057
O 2.7967 4.0598 -3.5274 -0.092 0.140 0.056
O 0.7226 4.1137 2.5295 -0.043 -0.090 0.064
O 1.8499 3.8054 0.6002 -0.163 0.037 0.164
O 3.5252 3.5762 -5.4951 0.034 0.055 -0.009
O -4.4394 -4.1784 7.1003 -0.076 -0.046 0.017
O 2.4131 1.9974 -4.3271 -0.201 -0.338 -0.172
N 0.3452 -2.5328 -6.1700 0.526 0.354 0.339
C 2.8696 3.1131 -4.4415 0.061 -0.035 0.058
C -0.9342 -2.8809 1.7134 -0.052 -0.068 0.146
C 1.8999 -0.9113 -2.1686 0.040 0.185 0.093
C 1.1904 3.3972 1.5210 0.523 0.701 -0.415
C 3.6951 2.6509 -6.5702 0.049 -0.001 -0.047
C 0.5837 -1.6179 -2.5404 0.352 0.312 0.102
C -0.8882 1.6161 2.9316 -2.521 -0.587 2.945
C 2.0086 3.7167 -2.3762 0.087 0.072 -0.013
C 1.2148 1.2420 0.6442 1.704 0.075 -0.543
C -3.2621 -3.6293 6.8169 -0.046 0.033 -0.019
C 1.0740 5.5061 2.4925 -0.011 0.135 0.075
C -0.8994 -0.6172 2.2424 -0.700 0.109 1.465
C -4.3774 -5.2462 8.0537 -0.071 -0.010 0.003
C -0.0745 -0.9304 -3.7697 0.005 0.388 0.543
C -1.1270 0.1372 -3.3862 0.150 0.205 0.030
C -2.2557 -1.9670 5.5470 -0.096 0.077 0.120
H 0.7354 -0.4098 -4.3085 -0.214 -0.147 -0.167
H 0.9806 3.5309 -2.6857 -0.028 -0.024 0.058
H -1.7976 -1.4955 6.4147 0.032 -0.035 0.014
H 0.1035 -2.8905 1.3849 0.014 -0.003 -0.022
H -1.5512 -2.6577 5.0913 0.001 0.025 0.021
H 2.4180 2.8409 -1.8801 0.003 0.000 0.001
H 0.1507 1.7809 2.6614 -2.537 -1.258 2.992
H 4.2640 1.7830 -6.2419 -0.013 -0.010 0.009
H 2.7280 2.3357 -6.9587 -0.006 -0.009 0.012
H -2.2136 -3.4022 -3.4778 -0.070 0.034 0.176
H 0.6194 5.9382 3.3771 0.001 0.002 0.000
H 4.2448 3.1932 -7.3320 0.003 -0.007 -0.008
H 2.6161 -1.5823 -1.6872 -0.216 0.024 0.004
H -0.1010 -1.5265 -1.6894 -0.013 -0.270 -0.184
H 2.0581 4.5678 -1.7098 0.028 0.020 -0.039
H 0.7732 -2.6824 -2.7048 -0.074 0.092 -0.103
H -0.6173 1.0970 -3.2575 -0.037 -0.163 0.045
H -1.5425 1.9408 2.1249 -0.061 -0.020 -0.076
H 2.3013 1.2051 0.5853 0.117 0.374 -0.044
H 2.1545 5.6243 2.5232 0.001 -0.022 -0.019
H -1.6084 -0.1072 -2.4361 -0.065 -0.054 -0.202
H -1.5947 -2.7432 0.8588 -0.001 0.010 -0.025
H 0.8970 -1.7455 -6.5047 -0.139 -0.018 -0.281
H 1.0103 -3.2377 -5.8616 -0.117 -0.189 -0.108
H 2.3872 -0.4833 -3.0492 0.020 -0.072 0.094
H 0.8037 1.5600 -0.3132 -0.067 0.073 0.046
H -1.1736 -3.8076 2.2255 0.008 -0.014 -0.021
H -1.7879 -1.4809 -5.6296 -0.028 0.112 -0.085
H 0.8120 0.2711 0.9154 1.192 0.929 -0.393
H 1.7026 -0.0835 -1.4802 0.102 -0.135 -0.194
H -5.4021 -5.5817 8.1756 -0.001 -0.008 0.008
H -3.9797 -4.8891 9.0012 0.022 0.003 -0.002
H -3.7538 -6.0559 7.6806 0.022 0.006 0.003
H -1.8874 0.3010 -4.1584 0.070 -0.068 0.139
H 0.6776 5.9731 1.5937 0.008 -0.025 -0.009
H -1.1265 2.1446 3.8482 -0.453 -0.002 0.123
H -2.5663 -1.2116 4.8348 0.007 -0.045 -0.014
```
Forces are in eV/Å.

**Total charge**: +1
**HOMO energy**: -0.4175 Eh
**LUMO energy**: -3.292 eV
**Spin multiplicity**: 1

Charges obtained by Löwdin population analysis, quoted in units of e: number 1, S, carries 0.6126; number 2, P, carries 0.5870; number 3, O, carries 0.0095; number 4, O, carries 0.0395; number 5, O, carries 0.0575; number 6, O, carries -0.0029; number 7, O, carries -0.0574; number 8, O, carries 0.1237; number 9, O, carries 0.0297; number 10, O, carries 0.0283; number 11, O, carries 0.1357; number 12, O, carries 0.0196; number 13, O, carries 0.0040; number 14, O, carries 0.0818; number 15, N, carries -0.1432; number 16, C, carries -0.6299; number 17, C, carries -0.0249; number 18, C, carries -0.0629; number 19, C, carries -0.5711; number 20, C, carries -0.0337; number 21, C, carries -0.2459; number 22, C, carries -0.0100; number 23, C, carries -0.0307; number 24, C, carries -0.0193; number 25, C, carries -0.6330; number 26, C, carries -0.0069; number 27, C, carries -0.5758; number 28, C, carries -0.0345; number 29, C, carries -0.4961; number 30, C, carries -0.0717; number 31, C, carries -0.0323; number 32, H, carries 0.1072; number 33, H, carries 0.0961; number 34, H, carries 0.1037; number 35, H, carries 0.0966; number 36, H, carries 0.0893; number 37, H, carries 0.0844; number 38, H, carries -0.0357; number 39, H, carries 0.0963; number 40, H, carries 0.0926; number 41, H, carries -0.1284; number 42, H, carries 0.0998; number 43, H, carries 0.0986; number 44, H, carries 0.0866; number 45, H, carries 0.1030; number 46, H, carries 0.0876; number 47, H, carries 0.0780; number 48, H, carries 0.0847; number 49, H, carries 0.1174; number 50, H, carries 0.1132; number 51, H, carries 0.1025; number 52, H, carries 0.0869; number 53, H, carries 0.0916; number 54, H, carries 0.0791; number 55, H, carries 0.0707; number 56, H, carries 0.0686; number 57, H, carries 0.0981; number 58, H, carries 0.0995; number 59, H, carries 0.0477; number 60, H, carries 0.0405; number 61, H, carries 0.0530; number 62, H, carries 0.0935; number 63, H, carries 0.0981; number 64, H, carries 0.0964; number 65, H, carries 0.0684; number 66, H, carries 0.1009; number 67, H, carries 0.1062; number 68, H, carries 0.0808

=====

no.,molecular weight (g mol⁻¹)
1,801.1
2,87.1
3,498.5